This record from the OMol25 dataset describes C4H13BrMgNO2 as an isolated structure. The level of theory is ωB97M-V with the def2-TZVPD basis set.

The geometry in ORCA input format:
```
! RIJCOSX wB97M-V def2-TZVPD def2/J DEFGRID3
* xyz 1 1
Br -1.481 0.735 3.072
O -3.690 -2.040 3.974
H 1.601 -0.539 -0.415
H -0.315 -0.636 1.146
H -2.772 -1.821 3.774
C 0.573 -0.351 -0.722
N -0.408 -0.991 0.196
H -3.650 -2.524 4.808
C 0.278 1.148 -0.734
H -0.739 1.318 -1.097
H -0.052 -1.945 0.270
H 2.957 2.469 -2.101
C 0.383 -0.973 -2.101
H -0.637 -0.902 -2.461
H 2.702 2.217 -0.311
O 1.082 1.965 -1.559
H 0.323 1.531 0.302
C 2.486 1.869 -1.329
Mg -3.309 1.146 1.537
H 1.071 -0.513 -2.814
H 2.871 0.851 -1.410
H 0.725 -2.011 -2.025
*
```

Summary:
- LUMO energy (hartree) = -0.28202
- Kohn-Sham gap (eV) = 4.74

---

This record from the OMol25 dataset describes a 2-piece molecular cluster, C2HBrClIO overall. The level of theory is ωB97M-V with the def2-TZVPD basis set.

The geometry in ORCA input format:
```
! RIJCOSX wB97M-V def2-TZVPD def2/J DEFGRID3
* xyz 0 1
H -0.228 -1.531 -0.278
C 0.194 0.459 0.587
I 1.188 -0.114 -2.525
C -0.662 -0.537 -0.028
Cl -0.567 1.932 0.866
O -1.841 -0.391 -0.007
Br 1.916 0.181 1.384
*
```

Summary:
- LUMO energy (hartree) = -0.13156
- Kohn-Sham gap (eV) = 5.50

---

This record from the OMol25 dataset describes C23H23MgN5OS2 as an isolated structure. The level of theory is ωB97M-V with the def2-TZVPD basis set.

The geometry in ORCA input format:
```
! RIJCOSX wB97M-V def2-TZVPD def2/J DEFGRID3
* xyz 0 1
C -1.671 1.826 -1.488
C -1.172 -1.527 3.205
N 0.663 -1.423 -0.683
C -0.264 -0.960 -4.641
C 3.303 -2.393 1.316
C -2.423 3.233 4.534
O -1.421 -0.579 0.980
H -0.457 -0.792 -5.711
N 1.736 -2.098 -0.365
H 3.200 2.162 -3.345
Mg 0.167 0.581 0.591
C -0.291 1.470 -3.575
H -2.779 -3.161 1.075
H -2.565 2.207 -2.002
C 2.342 -1.550 0.764
H -3.155 3.337 5.325
H -3.901 -1.630 1.381
S -3.101 3.439 2.899
H -1.855 0.257 -4.249
C -3.112 -2.266 1.621
C 3.646 -0.790 3.068
N -2.531 2.584 0.600
H 3.957 -0.499 4.071
C -1.887 -1.360 1.857
N -1.729 1.948 -0.235
C 0.597 -2.329 -2.872
C 2.084 -0.295 1.275
H 4.351 -2.783 3.153
C -0.875 0.089 -3.811
H 1.230 -3.070 -2.431
H -1.063 2.134 -3.991
C -0.790 -0.291 -2.305
H -1.798 -0.464 -1.796
S -0.236 2.450 2.191
C -0.366 1.264 -2.055
C 2.168 1.919 -3.144
C 0.354 -2.110 -4.231
H 2.767 1.089 2.730
C 0.150 -1.409 -1.968
C 3.779 -2.080 2.549
N 0.721 1.484 -1.266
H -0.572 -2.425 3.368
C 1.979 1.517 -1.803
H 1.212 2.079 -5.048
H 0.558 -2.883 -4.939
H -0.482 -0.680 3.389
H 2.813 1.596 -1.075
C -1.891 2.725 1.825
H -1.775 -1.507 4.116
H -2.065 2.180 4.652
H -3.372 -2.593 2.591
C 1.090 1.762 -4.020
C 2.824 0.089 2.345
H -1.609 3.947 4.708
H 3.519 -3.422 0.875
*
```

Summary:
- LUMO energy (spin up / spin down) (hartree) = -0.03684 / -0.03684
- Kohn-Sham gap (spin up / spin down) (eV) = 6.39 / 6.39